(1)
Computed, not measured: C28H21MgN7O2S as an isolated structure at a distorted geometry, with the ωB97M-V functional and the def2-TZVPD basis.

Geometry (Å):
Mg 3.58 -0.27 -0.85
N 4.80 1.98 -4.12
C 4.78 1.14 -3.04
S 3.93 -0.33 -3.27
N 5.44 1.53 -1.99
N 5.24 0.81 -0.87
C 6.07 0.93 0.11
C 5.94 0.24 1.35
C 6.80 0.56 2.40
C 6.72 -0.05 3.63
C 5.76 -1.05 3.83
C 4.91 -1.40 2.82
C 4.95 -0.77 1.56
O 4.11 -1.12 0.64
H 4.64 1.56 -5.01
H 5.48 2.73 -4.08
H 6.94 1.59 -0.01
H 7.55 1.33 2.24
H 7.39 0.22 4.43
H 5.70 -1.55 4.79
H 4.17 -2.18 2.96
C -10.06 -0.59 0.31
O -9.18 0.47 0.59
C -7.85 0.28 0.41
C -7.27 -0.90 -0.04
C -5.90 -0.98 -0.20
C -5.07 0.10 0.10
C -5.66 1.28 0.55
C -7.02 1.37 0.71
C -3.63 0.04 -0.05
N -2.80 1.04 0.19
C -1.56 0.58 -0.08
C -1.62 -0.75 -0.51
N -2.95 -1.07 -0.48
C -0.48 -1.51 -0.86
C -0.48 -2.84 -1.29
C 0.72 -3.45 -1.60
C 1.90 -2.71 -1.48
N 1.91 -1.47 -1.09
C 0.78 -0.85 -0.77
C 0.86 0.52 -0.34
N 2.08 1.08 -0.29
C 2.20 2.32 0.12
C 1.12 3.11 0.50
C -0.15 2.57 0.44
C -0.30 1.25 0.02
H -11.06 -0.22 0.52
H -9.86 -1.46 0.94
H -10.01 -0.89 -0.75
H -7.88 -1.75 -0.28
H -5.49 -1.91 -0.55
H -5.02 2.12 0.78
H -7.48 2.29 1.06
H -3.35 -1.96 -0.74
H -1.41 -3.38 -1.38
H 0.75 -4.47 -1.94
H 2.86 -3.14 -1.72
H 3.21 2.71 0.15
H 1.27 4.13 0.83
H -1.03 3.13 0.72

Properties
**LUMO**: -0.56 eV
**E_tot**: -60187.602 eV
**Relative energy (zero: lowest compared OMol25 entry of this formula, charge and spin)**: 6.1 kcal per mole
**Multiplicity**: 1

These are the natural (NBO) partial charges, in e, on atoms 1 to 6: 1.71 -0.81 0.27 -0.55 -0.46 -0.46

---

(2)
Computed, not measured: C28H21N5NiS as an isolated structure, with the ωB97M-V functional and the def2-TZVPD basis.

Geometry (Å):
Ni 0.26 -0.87 -1.45
N -0.46 2.07 -4.37
C -0.15 1.27 -3.32
S -0.52 -0.41 -3.44
N 0.45 1.87 -2.31
N 0.78 0.97 -1.35
C 1.45 1.34 -0.31
C 1.93 2.71 -0.04
C 1.05 3.79 -0.06
C 1.50 5.07 0.21
C 2.84 5.30 0.50
C 3.73 4.23 0.51
C 3.27 2.95 0.25
C 1.73 0.22 0.62
C 2.25 0.39 1.90
C 2.46 -0.72 2.69
C 2.14 -1.98 2.20
C 1.60 -2.07 0.93
N 1.39 -1.00 0.16
H -1.12 1.72 -5.05
H -0.42 3.06 -4.23
H 0.01 3.62 -0.31
H 0.80 5.90 0.20
H 3.19 6.30 0.71
H 4.77 4.40 0.72
H 3.97 2.12 0.24
H 2.46 1.39 2.26
H 2.86 -0.61 3.69
H 2.31 -2.87 2.78
H 1.31 -3.02 0.50
C 0.40 -4.96 -2.45
C -0.58 -5.49 -1.63
C -1.31 -4.66 -0.80
C -1.06 -3.28 -0.80
C -0.08 -2.72 -1.63
C 0.64 -3.59 -2.45
C -1.81 -2.36 0.09
C -2.68 -2.82 1.12
C -3.28 -1.92 1.95
C -3.07 -0.54 1.75
C -3.67 0.46 2.56
C -3.45 1.78 2.31
C -2.63 2.16 1.22
C -2.04 1.22 0.43
C -2.22 -0.16 0.69
N -1.59 -1.08 -0.10
H 0.98 -5.60 -3.10
H -0.77 -6.56 -1.63
H -2.08 -5.09 -0.18
H 1.40 -3.18 -3.12
H -2.85 -3.88 1.26
H -3.93 -2.26 2.75
H -4.31 0.15 3.38
H -3.91 2.54 2.93
H -2.48 3.21 1.01
H -1.44 1.50 -0.43

Properties
**LUMO (alpha / beta)**: -0.25 / -0.25 eV
**E_tot**: -88707.209 eV
**Multiplicity**: 1

These are the natural (NBO) partial charges, in e, on atoms 1 to 6: 0.82 -0.78 0.29 -0.21 -0.46 -0.25

---

(3)
Computed, not measured: one molecule with the formula C28H21N7OS at a distorted geometry, with the ωB97M-V functional and the def2-TZVPD basis.

Geometry (Å):
C 0.81 -2.47 -6.11
C -0.14 -1.39 -5.71
C -0.90 -0.67 -6.57
S -1.87 0.50 -5.77
C -1.25 0.02 -4.21
C -1.60 0.60 -2.93
N -0.99 0.00 -1.92
N -1.09 0.40 -0.68
C -1.77 1.49 -0.37
N -1.72 1.94 0.91
C -1.03 1.34 1.97
C -0.95 -0.04 2.11
C -0.25 -0.59 3.17
C 0.41 0.23 4.08
O 1.16 -0.26 5.12
C 1.88 -1.39 4.99
N 1.98 -2.09 6.11
C 2.68 -3.21 6.12
C 3.28 -3.73 4.99
C 3.20 -3.00 3.81
C 2.52 -1.79 3.79
C 2.47 -0.98 2.56
C 2.90 0.35 2.53
C 2.72 1.01 1.33
N 2.17 0.45 0.27
C 1.82 -0.84 0.39
N 1.30 -1.45 -0.70
N 1.98 -1.58 1.49
C 0.27 1.61 3.98
C -0.45 2.16 2.94
C -2.56 2.19 -1.35
C -3.41 3.25 -1.04
C -4.18 3.84 -2.01
C -4.12 3.38 -3.32
C -3.30 2.33 -3.65
C -2.49 1.71 -2.69
C -0.35 -0.99 -4.37
H 0.47 -3.43 -5.71
H 0.87 -2.55 -7.19
H 1.80 -2.27 -5.71
H -0.96 -0.74 -7.64
H -1.96 2.91 1.06
H -1.42 -0.67 1.39
H -0.19 -1.66 3.27
H 2.72 -3.71 7.07
H 3.81 -4.67 5.02
H 3.67 -3.34 2.90
H 3.33 0.82 3.40
H 3.02 2.04 1.21
H 0.87 -2.34 -0.51
H 0.81 -0.85 -1.35
H 0.74 2.24 4.72
H -0.55 3.23 2.87
H -3.49 3.60 -0.02
H -4.84 4.66 -1.76
H -4.73 3.84 -4.08
H -3.29 1.97 -4.67
H 0.16 -1.44 -3.53

Properties
**LUMO**: -0.37 eV
**E_tot**: -52690.612 eV
**Multiplicity**: 1

These are the natural (NBO) partial charges, in e, on atoms 1 to 6: -0.63 -0.04 -0.41 0.42 -0.23 0.13

---

(4)
Computed, not measured: C28H22BBrCl5N6O3Sc as an isolated structure, with the ωB97M-V functional and the def2-TZVPD basis.

Geometry (Å):
Sc -0.65 0.13 0.92
O 1.95 0.43 4.17
C 2.53 -0.79 4.28
C 3.36 -1.03 5.36
C 4.00 -2.25 5.49
C 3.80 -3.26 4.56
C 2.96 -3.02 3.48
C 2.33 -1.79 3.32
C 1.48 -1.55 2.10
O 0.38 -0.76 2.31
N 2.34 -0.86 1.09
N 1.69 -0.12 0.18
C 2.23 0.10 -0.96
C 1.58 0.90 -1.99
Br 0.14 1.97 -1.41
C 1.99 0.90 -3.26
C 1.36 1.59 -4.40
C 0.01 1.43 -4.68
C -0.57 2.05 -5.77
C 0.21 2.85 -6.60
C 1.56 3.01 -6.34
C 2.14 2.38 -5.25
H 1.25 0.36 3.49
H 3.49 -0.24 6.09
H 4.65 -2.42 6.34
H 4.29 -4.22 4.67
H 2.78 -3.80 2.76
H 1.18 -2.53 1.70
H 3.14 -1.38 0.77
H 3.18 -0.37 -1.24
H 2.87 0.30 -3.47
H -0.60 0.80 -4.03
H -1.62 1.92 -5.97
H -0.24 3.34 -7.45
H 2.17 3.63 -6.99
H 3.20 2.50 -5.05
B -3.00 2.17 2.89
N -3.44 0.99 1.96
C -4.72 0.74 1.69
C -4.85 -0.56 1.23
C -3.55 -1.04 1.21
N -2.70 -0.11 1.66
N -1.46 2.46 2.79
C -0.82 3.25 3.65
C 0.48 3.45 3.20
C 0.55 2.73 2.03
N -0.63 2.13 1.78
H -3.22 1.89 4.04
H -3.63 3.13 2.53
H -5.47 1.49 1.90
H -5.75 -1.07 0.93
H -3.16 -1.99 0.87
H -1.33 3.62 4.52
H 1.26 4.02 3.67
H 1.38 2.58 1.36
Cl -3.04 -4.08 -5.07
C -2.40 -3.21 -3.74
C -2.91 -1.96 -3.40
Cl -4.19 -1.28 -4.33
C -2.38 -1.25 -2.32
Cl -3.00 0.30 -1.89
C -1.34 -1.77 -1.56
O -0.84 -1.10 -0.56
C -0.83 -3.03 -1.91
Cl 0.48 -3.66 -0.98
C -1.35 -3.74 -2.98
Cl -0.70 -5.28 -3.39

Properties
**LUMO**: -0.30 eV
**E_tot**: -198512.632 eV
**Relative energy (zero: lowest compared OMol25 entry of this formula, charge and spin)**: 0.0 kcal per mole
**Multiplicity**: 1

These are the natural (NBO) partial charges, in e, on atoms 1 to 6: 1.83 -0.69 0.41 -0.29 -0.18 -0.26

---

(5)
Computed, not measured: C28H22BrCsN10O as an isolated structure, with the ωB97M-V functional and the def2-TZVPD basis.

Geometry (Å):
Cs -0.33 1.07 -0.09
C -1.68 -4.74 1.66
C -2.59 -3.89 1.03
C -2.15 -2.95 0.11
C -0.79 -2.83 -0.21
C 0.11 -3.69 0.43
C -0.33 -4.63 1.35
N -0.36 -1.81 -1.05
C 0.26 -2.12 -2.18
C 0.29 -3.47 -2.70
C 0.89 -3.79 -3.88
C 1.52 -2.82 -4.68
C 1.51 -1.53 -4.24
C 0.91 -1.15 -3.02
N 0.91 0.19 -2.63
N 1.57 0.97 -3.38
C 1.55 2.35 -3.04
C 2.49 3.10 -3.75
C 2.54 4.47 -3.57
C 1.65 5.05 -2.67
C 0.76 4.23 -2.01
N 0.71 2.91 -2.17
H -2.03 -5.47 2.38
H -3.65 -3.97 1.24
H -2.85 -2.30 -0.39
H 1.16 -3.62 0.19
H 0.38 -5.29 1.82
H -0.21 -4.24 -2.13
H 0.85 -4.83 -4.21
H 1.98 -3.09 -5.62
H 1.98 -0.76 -4.83
H 3.15 2.59 -4.44
H 3.26 5.07 -4.11
H 1.63 6.12 -2.50
H 0.04 4.65 -1.31
O -7.01 0.71 3.17
C -5.77 0.66 2.64
C -5.00 -0.51 2.62
C -3.74 -0.45 2.05
N -3.22 0.66 1.53
C -3.97 1.74 1.57
Br -3.22 3.33 0.82
C -5.24 1.82 2.10
H -7.26 -0.16 3.50
H -5.37 -1.44 3.03
H -3.12 -1.33 2.01
H -5.81 2.74 2.10
N 2.45 -1.55 3.15
C 1.22 -1.28 2.70
N 1.14 -0.03 2.33
C 2.39 0.44 2.56
N 3.23 -0.45 3.06
C 2.82 1.82 2.27
C 4.08 2.27 2.66
N 4.50 3.50 2.40
C 3.65 4.29 1.74
C 2.40 3.84 1.35
N 1.97 2.61 1.61
H 2.84 -2.42 3.48
H 0.44 -2.03 2.65
H 4.75 1.61 3.19
H 3.97 5.29 1.51
H 1.73 4.50 0.81

Properties
**LUMO**: -0.01 eV
**E_tot**: -116931.473 eV
**Relative energy (zero: lowest compared OMol25 entry of this formula, charge and spin)**: 0.4 kcal per mole
**Multiplicity**: 1

These are the natural (NBO) partial charges, in e, on atoms 1 to 6: 0.92 -0.27 -0.23 -0.22 0.16 -0.28

---

(6)
Computed, not measured: C28H22BrN7O4RhS as an isolated structure at a distorted geometry, with the ωB97M-V functional and the def2-TZVPD basis.

Geometry (Å):
Rh 0.14 0.63 0.16
Br 0.78 -0.34 3.91
C 2.20 -0.04 2.71
C 3.48 -0.05 3.25
C 4.55 0.20 2.42
C 4.32 0.43 1.08
C 3.02 0.40 0.62
N 1.95 0.17 1.42
C 2.75 0.61 -0.85
O 3.66 0.88 -1.61
O 1.52 0.42 -1.22
H 3.60 -0.23 4.31
H 5.56 0.20 2.82
H 5.10 0.63 0.36
N -2.83 1.04 3.22
C -2.46 2.36 3.13
C -1.48 2.41 2.19
N -1.25 1.14 1.70
C -2.08 0.33 2.35
C -2.05 -1.11 2.24
N -1.17 -1.72 1.49
C -1.33 -3.06 1.74
C -2.32 -3.25 2.66
N -2.78 -2.00 2.98
H -3.54 0.68 3.83
H -2.92 3.13 3.72
H -0.94 3.27 1.83
H -0.73 -3.81 1.25
H -2.74 -4.14 3.09
H -3.52 -1.80 3.63
C 1.71 5.18 -6.14
C 1.17 4.69 -4.82
C 0.15 5.38 -4.16
C -0.33 4.94 -2.94
C 0.21 3.79 -2.38
C 1.22 3.07 -3.02
C 1.68 3.53 -4.24
S -0.42 3.24 -0.85
O 0.67 2.95 0.11
O -1.44 4.16 -0.44
N -0.96 1.73 -1.01
C -1.70 1.15 -2.02
C -2.54 1.73 -2.93
C -3.16 0.92 -3.91
C -2.94 -0.42 -3.99
C -2.07 -1.04 -3.06
C -1.71 -2.41 -3.07
C -0.81 -2.89 -2.16
C -0.28 -2.02 -1.19
N -0.63 -0.76 -1.13
C -1.48 -0.25 -2.06
H 1.08 5.96 -6.56
H 1.77 4.37 -6.86
H 2.71 5.59 -6.00
H -0.26 6.28 -4.60
H -1.11 5.48 -2.42
H 1.62 2.17 -2.59
H 2.47 2.99 -4.74
H -2.73 2.80 -2.90
H -3.82 1.40 -4.62
H -3.40 -1.02 -4.76
H -2.14 -3.07 -3.82
H -0.49 -3.92 -2.17
H 0.44 -2.36 -0.46

Properties
**LUMO**: -3.27 eV
**E_tot**: -131895.882 eV
**Net charge**: +1
**Relative energy (zero: lowest compared OMol25 entry of this formula, charge and spin)**: 41.2 kcal per mole
**Multiplicity**: 1

These are the natural (NBO) partial charges, in e, on atoms 1 to 6: 1.22 0.10 0.17 -0.26 -0.12 -0.20

---

(7)
Computed, not measured: an isolated ion of composition C28H22N and charge +1 at a distorted geometry, with the ωB97M-V functional and the def2-TZVPD basis.

Geometry (Å):
C -4.44 1.49 2.21
C -2.98 1.82 2.03
C -2.60 3.14 2.23
C -1.26 3.55 2.12
C -0.36 2.55 1.66
C -0.71 1.25 1.34
C -2.07 0.84 1.65
C 0.51 0.47 1.14
C 0.85 -0.56 -0.29
C 2.22 -1.07 -0.14
C 3.30 -0.18 -0.20
C 4.63 -0.60 -0.13
C 4.94 -1.96 0.00
C 3.88 -2.86 0.01
C 2.55 -2.45 -0.10
C -0.28 -1.53 -0.21
C -0.46 -2.69 0.53
C -1.61 -3.49 0.33
C -2.57 -3.15 -0.66
C -2.34 -2.05 -1.48
C -1.22 -1.24 -1.22
C -0.70 -0.13 -2.02
C -1.20 0.36 -3.23
C -0.43 1.28 -3.94
C 0.86 1.57 -3.49
C 1.38 1.01 -2.29
C 0.56 0.27 -1.46
C 1.54 1.40 1.45
N 1.04 2.61 1.72
H -5.04 2.41 2.25
H -4.78 0.88 1.38
H -4.60 0.94 3.14
H -3.36 3.92 2.50
H -0.91 4.53 2.31
H -2.35 -0.22 1.62
H 0.56 -0.57 1.56
H 3.13 0.89 -0.33
H 5.43 0.14 -0.16
H 5.97 -2.29 0.12
H 4.10 -3.93 0.09
H 1.79 -3.23 -0.20
H 0.29 -3.08 1.23
H -1.80 -4.39 0.93
H -3.49 -3.73 -0.79
H -3.01 -1.74 -2.30
H -2.19 0.02 -3.55
H -0.86 1.75 -4.82
H 1.48 2.25 -4.10
H 2.44 1.18 -2.11
H 2.62 1.19 1.60
H 1.58 3.42 2.02

Properties
**LUMO**: -4.34 eV
**E_tot**: -30876.002 eV
**Net charge**: +1
**Relative energy (zero: lowest compared OMol25 entry of this formula, charge and spin)**: 14.2 kcal per mole
**Multiplicity**: 1

These are the natural (NBO) partial charges, in e, on atoms 1 to 6: -0.63 0.00 -0.18 -0.23 0.17 -0.06

---

(8)
Computed, not measured: C28H23BN12PbS as an isolated structure at a distorted geometry, with the ωB97M-V functional and the def2-TZVPD basis.

Geometry (Å):
Pb 0.16 -0.33 0.32
C -0.73 -4.72 -0.64
C -0.94 -3.37 -0.83
N -0.14 -2.65 -0.03
N 0.59 -3.54 0.67
C 0.26 -4.79 0.32
B 1.64 -3.10 1.71
N 0.89 -2.28 2.79
C 0.89 -2.46 4.12
C 0.04 -1.53 4.70
C -0.46 -0.80 3.62
N 0.05 -1.27 2.48
N 2.70 -2.25 0.98
C 4.03 -2.40 0.97
C 4.59 -1.44 0.15
C 3.50 -0.71 -0.32
N 2.36 -1.22 0.17
H -1.22 -5.54 -1.14
H -1.64 -2.91 -1.51
H 0.74 -5.63 0.78
H 2.15 -4.06 2.21
H 1.48 -3.24 4.57
H -0.20 -1.41 5.74
H -1.12 0.04 3.63
H 4.50 -3.19 1.55
H 5.63 -1.28 -0.07
H 3.49 0.16 -0.96
N -4.26 -0.61 -0.27
C -3.27 -0.50 0.62
N -2.13 -0.48 -0.05
C -2.49 -0.60 -1.36
N -3.78 -0.68 -1.53
C -1.48 -0.60 -2.43
C -1.78 -0.73 -3.78
N -0.83 -0.73 -4.70
C 0.43 -0.62 -4.30
C 0.76 -0.51 -2.95
N -0.20 -0.49 -2.03
H -5.25 -0.66 -0.11
H -3.41 -0.45 1.68
H -2.81 -0.83 -4.10
H 1.20 -0.62 -5.05
H 1.78 -0.45 -2.61
S -0.23 4.86 -0.20
C -1.44 4.52 -1.37
C -2.17 5.44 -2.12
C -3.11 4.95 -3.00
C -3.31 3.57 -3.13
C -2.58 2.67 -2.38
C -1.61 3.13 -1.48
N -0.78 2.37 -0.65
C -0.02 3.16 0.06
C 0.96 2.70 1.06
C 1.70 3.63 1.78
C 2.63 3.24 2.73
C 2.84 1.89 2.97
C 2.11 0.95 2.26
C 1.17 1.34 1.31
H -2.01 6.50 -2.01
H -3.69 5.63 -3.60
H -4.05 3.21 -3.82
H -2.77 1.62 -2.50
H 1.55 4.69 1.60
H 3.19 3.98 3.28
H 3.56 1.57 3.71
H 2.30 -0.10 2.48

Properties
**LUMO**: -6.69 eV
**E_tot**: -64037.222 eV
**Net charge**: +2
**Relative energy (zero: lowest compared OMol25 entry of this formula, charge and spin)**: 0.0 kcal per mole
**Multiplicity**: 1

These are the natural (NBO) partial charges, in e, on atoms 1 to 6: 1.98 -0.31 -0.01 -0.39 -0.30 0.04